The following is a quantum chemistry calculation of a molecular structure, C17H10N4O6SSeTl, from the Open Molecules 2025 dataset.

Values from the calculation:
LUMO   1.9 eV
HOMO level   -5.692 eV
Relative energy (zero: lowest compared OMol25 entry of this formula, charge and spin)   0.000 eV
Total energy   -4296.544252 a.u.

ORCA input file:
```
! RIJCOSX wB97M-V def2-TZVPD def2/J DEFGRID3
* xyz -1 1
S -1.99730 1.48425 -1.08731
H 0.41778 -1.83636 -4.74453
H 1.52227 1.79186 5.89973
N 1.57044 -1.27947 1.07396
C -0.18912 1.64641 4.60663
C 2.12129 -2.38101 -3.52791
H -0.94195 -1.19265 -2.76430
Se -1.12865 2.62579 -3.63394
C 1.82036 0.38693 4.31134
N 0.53247 -1.62430 -1.40453
O 5.33275 -3.29270 3.63054
C 2.60567 -2.44391 -2.23269
C -0.68458 1.01315 3.47969
N 0.00848 0.11069 2.79534
C 0.83192 -1.92748 -3.75068
O -2.54012 0.29442 -1.70387
O -2.84388 2.64460 -1.08015
H 3.61634 -2.77068 -2.03629
O 5.60797 -4.15020 1.55033
C -1.12372 1.09619 -4.67763
C 1.08986 1.31722 5.02811
C 0.07169 -1.56155 -2.65137
C 3.38035 -2.76433 0.62743
C 2.00332 -1.15909 2.33185
H 2.75337 -2.67239 -4.35736
N -1.12511 0.19861 -5.40055
H 2.83047 0.13529 4.60019
C 2.26074 -2.04638 0.22784
C 3.81466 -2.67337 1.93981
C 3.11498 -1.84272 2.80144
C 1.77861 -2.05190 -1.18496
H -0.78697 2.38068 5.12840
H 3.93697 -3.41187 -0.03576
O -0.70052 1.90174 -2.06796
C 1.24392 -0.20155 3.18789
O -1.27649 1.22827 0.15320
Tl -1.08576 -1.27948 0.70159
H -1.67306 1.24198 3.09624
C 5.05859 -3.46294 2.42904
H 3.46628 -1.77706 3.82215
*
```